No. 1
2 unconnected molecules or ions with the total composition C4H12. Source: OMol25; level of theory: wB97M-V/def2-TZVPD.

As for the LUMO energy (alpha / beta): 0.1557 / 0.1645 Ha. Its HOMO-LUMO gap (alpha / beta) is 2.73 / 11.80 eV. Its spin multiplicity is 2. The value obtained for the relative energy (zero: lowest compared OMol25 entry of this formula, charge and spin) is 90.9 kJ/mol. The calculation puts the total energy at -159.495524 Eh. Its charge is -1. For the HOMO energy (alpha / beta), the calculation gives 1.5 / -7.3 eV.

```
16
Properties=species:S:1:pos:R:3:forces:R:3:mulliken_charge:R:1
C -0.929 0.868 2.678 4.204 2.197 -0.807 -1.5112
C -0.129 -0.089 1.777 -0.807 -0.923 -0.030 -1.7713
H -0.327 1.874 2.651 -0.777 -1.436 0.354 0.3302
H -1.806 1.215 2.164 -1.176 -0.643 0.682 0.8049
H -0.755 0.489 3.697 -1.423 0.331 -0.131 0.6332
H -0.662 -1.043 1.848 0.026 -0.189 -0.505 0.7313
H 0.880 -0.362 2.069 0.275 0.454 0.537 0.4931
H -0.043 0.188 0.730 -0.349 0.254 -0.014 -0.3618
C 1.172 -0.424 -1.899 -0.691 -1.088 0.401 -1.0337
C -0.219 -0.277 -2.577 0.936 -0.037 0.003 -1.7961
H 0.862 -0.876 -0.935 0.772 -0.032 -0.321 -0.3296
H 1.741 -1.159 -2.488 0.243 0.247 0.449 0.6536
H 1.782 0.438 -1.594 -0.393 0.081 -0.702 0.6789
H -0.695 -1.265 -2.366 -0.265 1.009 -0.136 0.5483
H -0.678 0.587 -2.073 -0.604 -0.478 -0.435 0.4202
H -0.193 -0.164 -3.683 0.027 0.255 0.655 0.5101
```
Positions in Å, forces in eV/Å.

No. 2
9 unconnected molecules or ions with the total composition C65H95N9OP. Source: OMol25; level of theory: wB97M-V/def2-TZVPD.

As for the LUMO energy: -0.0624 Ha. Its HOMO-LUMO gap is 9.23 eV. The value obtained for the relative energy (zero: lowest compared OMol25 entry of this formula, charge and spin) is 0.0 kJ/mol. The calculation puts the total energy at -3442.922128 Eh. Its charge is +1. For the HOMO energy, the calculation gives -10.9 eV.

```
171
Properties=species:S:1:pos:R:3:forces:R:3:mulliken_charge:R:1
C -2.408 2.339 2.357 0.229 -0.171 -0.276 -1.3824
C -1.223 3.116 1.744 -0.162 0.442 0.285 1.5192
C -0.470 3.983 2.782 0.087 -0.201 -0.302 0.3575
C 0.648 3.215 3.511 -0.087 0.257 -0.510 -1.5484
C 1.869 2.949 2.594 -0.217 -0.482 0.842 2.0566
C 2.618 1.639 2.942 0.021 -0.029 -0.234 -0.5640
C 4.141 1.804 2.922 0.004 0.300 0.416 -1.0998
C 4.689 2.503 1.672 0.335 -0.490 -0.071 -1.1663
C 4.074 2.062 0.338 -0.112 0.386 -0.333 0.7103
C 4.145 3.202 -0.690 0.355 -0.254 0.147 -0.3247
C 3.738 2.775 -2.103 0.029 0.278 0.337 -1.6332
C 2.258 2.406 -2.280 0.176 0.144 -0.433 -0.5445
P 1.004 3.635 -1.830 -0.231 -0.045 -0.163 0.5036
C -0.377 3.457 -2.975 0.188 -0.337 -0.230 0.9068
C -0.620 1.937 -3.180 -0.200 -0.039 -0.304 0.5733
C -2.088 1.565 -3.437 0.155 0.689 -0.015 -1.5829
C -3.050 2.023 -2.319 -0.556 -0.713 -0.085 0.8730
C -3.763 0.883 -1.525 0.386 0.079 0.082 -1.7592
C -2.953 -0.394 -1.223 -0.299 0.323 0.401 -0.7914
C -1.652 -0.170 -0.420 0.098 -0.552 -0.172 2.6841
C -1.434 -1.242 0.678 0.374 0.567 -0.606 -0.3465
C 0.029 -1.310 1.168 0.023 0.099 0.284 -0.4605
O 0.579 -2.614 1.080 0.125 0.154 0.021 -0.4915
C 1.067 -2.936 -0.212 -0.385 -0.430 -0.047 0.3680
N 1.607 5.175 -1.719 -0.396 -0.435 -0.208 -0.2471
C 0.630 6.206 -1.282 0.019 0.488 0.366 -0.2301
C 0.802 6.649 0.197 0.284 -0.208 0.395 -0.1281
C 1.801 5.832 1.051 -0.212 0.459 0.239 -0.6324
H -2.783 2.849 3.248 0.018 -0.096 -0.094 0.4958
H -2.134 1.312 2.625 -0.034 0.215 0.089 0.1936
H -3.230 2.273 1.639 0.038 -0.062 0.092 0.2110
H -1.616 3.778 0.959 0.070 -0.091 0.052 -0.2491
H -0.515 2.432 1.256 -0.147 0.006 0.046 -0.6724
H -0.020 4.854 2.281 -0.420 -0.379 0.264 -1.1463
H -1.206 4.364 3.501 0.163 0.018 -0.068 0.8033
H 0.241 2.267 3.886 0.106 0.162 0.117 0.3774
H 0.992 3.835 4.344 -0.119 -0.355 0.203 0.3966
H 2.567 3.781 2.745 -0.180 -0.067 -0.403 0.5308
H 1.515 2.920 1.555 0.323 0.111 0.118 -1.3861
H 2.335 0.838 2.243 -0.105 0.129 0.190 -0.0950
H 2.312 1.307 3.940 0.045 0.004 -0.099 0.2669
H 4.404 2.432 3.788 0.056 -0.147 -0.128 0.3074
H 4.656 0.848 3.092 -0.260 0.061 -0.153 0.5100
H 4.617 3.589 1.794 -0.147 -0.085 -0.125 0.4046
H 5.763 2.275 1.605 -0.130 0.272 0.091 0.5353
H 4.608 1.184 -0.052 -0.191 0.072 0.090 0.6209
H 3.015 1.790 0.445 0.213 -0.134 0.116 -0.7517
H 5.180 3.569 -0.736 -0.162 -0.045 0.008 0.4565
H 3.544 4.040 -0.315 0.093 -0.099 -0.229 0.0646
H 4.021 3.559 -2.818 -0.128 -0.163 0.070 0.3942
H 4.317 1.881 -2.361 -0.089 0.149 -0.123 0.4665
H 1.997 1.490 -1.740 0.026 0.101 -0.017 0.1868
H 2.072 2.191 -3.341 -0.014 -0.087 0.214 0.7351
H 0.488 3.304 -0.569 0.109 0.191 -0.008 0.0057
H -0.056 3.898 -3.928 -0.046 0.094 0.132 0.6043
H -1.260 4.007 -2.629 0.140 -0.058 0.184 -1.0049
H -0.031 1.635 -4.053 0.039 -0.176 0.267 0.4632
H -0.244 1.370 -2.326 -0.082 -0.065 0.035 -0.7858
H -2.365 2.050 -4.385 -0.050 -0.129 0.156 0.5414
H -2.151 0.492 -3.625 -0.013 0.030 0.090 0.4790
H -2.570 2.698 -1.605 0.155 -0.084 -0.145 -0.4227
H -3.839 2.615 -2.797 0.107 0.022 0.293 0.3835
H -4.685 0.589 -2.035 0.111 0.033 -0.041 0.3998
H -4.070 1.310 -0.559 -0.058 -0.056 -0.182 0.3289
H -2.757 -0.944 -2.149 0.093 -0.005 0.104 0.3256
H -3.604 -1.054 -0.634 0.057 0.074 -0.190 0.5198
H -0.794 -0.286 -1.099 -0.066 0.321 0.061 -0.8408
H -1.628 0.844 0.004 0.053 -0.144 -0.049 -1.1845
H -1.669 -2.208 0.218 -0.115 0.041 0.335 -0.1682
H -2.106 -1.047 1.518 -0.070 -0.280 -0.116 0.5640
H 0.102 -1.020 2.223 -0.043 -0.111 -0.134 0.3657
H 0.671 -0.601 0.613 -0.153 -0.081 -0.015 -0.0732
H 2.155 -2.823 -0.285 -0.096 0.180 0.071 0.3202
H 0.574 -2.328 -0.978 0.116 0.005 -0.084 -0.1008
H 0.817 -3.984 -0.419 0.118 0.167 -0.003 -0.3726
H 2.120 5.432 -2.552 0.188 0.108 0.086 0.4359
H 0.778 7.077 -1.923 -0.092 -0.183 -0.034 0.5185
H -0.403 5.868 -1.442 0.163 -0.023 -0.065 -0.3074
H 1.121 7.695 0.227 -0.135 -0.120 -0.077 0.3533
H -0.168 6.616 0.707 0.011 0.023 -0.277 -0.1658
H 2.785 6.311 1.093 -0.029 -0.273 -0.296 0.5344
H 1.899 4.789 0.742 0.025 0.380 0.023 -0.4624
H 1.438 5.813 2.088 0.315 0.133 -0.346 0.6261
N 0.242 -6.664 -1.514 -0.002 -0.030 -0.033 -0.2861
C -0.290 -7.416 -2.479 0.017 0.076 0.012 -0.2865
C -1.111 -8.505 -2.236 0.008 -0.032 0.034 -0.6015
C -1.383 -8.853 -0.920 -0.085 -0.063 -0.024 -0.0698
C -0.818 -8.095 0.093 -0.064 0.025 -0.083 -0.5422
C -0.025 -7.014 -0.256 0.087 0.143 0.016 -0.2569
H -0.063 -7.114 -3.496 0.007 -0.028 -0.012 0.3455
H -1.538 -9.065 -3.058 0.036 -0.001 -0.022 0.3922
H -2.028 -9.694 -0.686 0.079 -0.016 0.015 0.5871
H -1.002 -8.327 1.133 0.017 0.001 0.009 0.4234
H 0.418 -6.385 0.510 -0.008 -0.029 0.026 0.3794
N -3.175 5.359 -1.927 0.023 0.169 -0.074 0.0098
C -3.738 5.466 -3.133 0.108 -0.022 0.107 -0.1205
C -4.776 6.335 -3.422 -0.019 -0.013 -0.028 -0.9212
C -5.269 7.136 -2.403 -0.013 0.010 0.014 -0.1937
C -4.702 7.035 -1.144 -0.038 0.027 -0.025 -0.8398
C -3.662 6.139 -0.959 0.142 -0.122 0.061 -0.2577
H -3.330 4.819 -3.904 -0.030 0.021 -0.039 0.3469
H -5.189 6.381 -4.420 0.006 -0.016 -0.004 0.3994
H -6.082 7.826 -2.589 0.000 -0.001 -0.001 0.3978
H -5.053 7.637 -0.317 0.034 -0.007 0.025 0.4811
H -3.195 6.039 0.016 -0.017 0.057 0.030 0.5396
N -2.634 8.283 2.273 0.045 -0.047 -0.034 -0.3553
C -2.375 7.796 3.486 -0.046 -0.022 -0.075 -0.3405
C -1.444 8.348 4.352 0.022 0.004 -0.013 -0.3916
C -0.737 9.465 3.935 0.037 0.001 0.007 -0.2519
C -0.992 9.981 2.674 -0.002 -0.005 0.011 -0.5083
C -1.950 9.360 1.888 -0.010 -0.085 -0.040 -0.1805
H -2.945 6.919 3.774 0.005 0.000 0.041 0.4289
H -1.278 7.913 5.328 -0.015 -0.011 0.002 0.3999
H -0.001 9.924 4.581 -0.004 0.003 0.002 0.4035
H -0.461 10.849 2.307 -0.023 0.016 -0.005 0.4055
H -2.181 9.736 0.897 0.016 0.038 0.008 0.3952
N -3.081 -11.493 0.332 -0.116 -0.094 0.059 -0.2952
C -3.020 -12.778 -0.019 0.057 0.082 -0.033 -0.1395
C -3.790 -13.770 0.566 -0.018 0.008 0.028 -0.6577
C -4.672 -13.413 1.573 -0.012 -0.015 0.008 -0.1056
C -4.747 -12.082 1.951 0.002 -0.030 -0.007 -0.6990
C -3.936 -11.166 1.302 0.064 0.055 -0.059 -0.0680
H -2.316 -13.018 -0.808 -0.011 -0.036 0.000 0.3790
H -3.699 -14.797 0.240 0.013 0.001 -0.009 0.3522
H -5.290 -14.159 2.056 0.000 0.000 0.000 0.3787
H -5.420 -11.758 2.733 0.003 0.016 0.000 0.3570
H -3.968 -10.114 1.567 -0.027 -0.007 0.027 0.3762
N 1.700 -1.015 -4.161 -0.072 0.008 0.031 -0.1661
C 0.591 -1.757 -4.100 -0.015 0.224 0.065 -0.0163
C 0.547 -3.106 -4.406 -0.008 -0.049 0.032 -0.6713
C 1.722 -3.727 -4.796 0.000 -0.031 0.017 -0.2489
C 2.881 -2.975 -4.867 0.062 -0.047 -0.026 -0.6728
C 2.819 -1.629 -4.543 0.000 0.101 0.084 -0.2560
H -0.307 -1.233 -3.785 -0.020 -0.055 -0.006 0.3331
H -0.382 -3.656 -4.329 0.000 0.022 0.005 0.4268
H 1.737 -4.782 -5.033 -0.008 -0.045 -0.015 0.4086
H 3.821 -3.423 -5.160 0.016 0.026 0.005 0.4755
H 3.710 -1.012 -4.580 0.024 -0.037 -0.029 0.3825
N 1.647 2.059 8.138 0.068 0.008 -0.040 -0.5948
C 1.956 1.225 7.146 -0.070 0.037 0.022 -0.2553
C 3.251 1.007 6.701 0.030 0.008 -0.026 -0.2036
C 4.285 1.694 7.316 0.020 0.012 -0.006 -0.3142
C 3.982 2.563 8.351 0.002 -0.009 -0.032 -0.3557
C 2.653 2.708 8.722 -0.085 -0.004 0.012 -0.2772
H 1.119 0.709 6.688 0.023 -0.031 -0.017 0.4204
H 3.442 0.316 5.890 -0.006 -0.021 0.013 0.4496
H 5.310 1.552 6.996 0.000 -0.009 0.008 0.4177
H 4.756 3.119 8.862 -0.010 0.003 0.015 0.3682
H 2.374 3.377 9.529 0.037 0.011 0.007 0.3722
N 6.311 -4.107 -2.748 -0.011 -0.068 -0.046 -0.5079
C 5.207 -4.852 -2.687 -0.021 0.125 0.029 -0.4241
C 5.176 -6.208 -2.971 0.009 -0.018 -0.017 -0.4715
C 6.358 -6.830 -3.340 0.007 -0.021 -0.014 -0.3350
C 7.516 -6.072 -3.408 -0.031 -0.015 0.005 -0.3298
C 7.439 -4.721 -3.103 -0.021 0.080 0.023 -0.2485
H 4.303 -4.328 -2.397 -0.027 -0.055 0.008 0.7649
H 4.247 -6.759 -2.903 -0.004 0.015 0.021 0.4408
H 6.377 -7.888 -3.569 0.002 0.001 0.002 0.3798
H 8.460 -6.515 -3.691 0.009 0.013 0.005 0.3632
H 8.323 -4.095 -3.143 0.022 -0.030 -0.015 0.3735
N -4.381 -3.663 -0.860 -0.017 -0.085 -0.014 -0.1242
C -5.570 -4.265 -0.865 0.027 0.068 0.017 -0.2950
C -5.752 -5.605 -1.174 0.025 -0.007 -0.005 -0.5087
C -4.639 -6.365 -1.500 -0.017 -0.003 0.005 -0.3543
C -3.396 -5.755 -1.502 -0.015 0.050 0.027 -0.3548
C -3.323 -4.410 -1.174 0.005 0.102 0.011 -0.5952
H -6.416 -3.639 -0.607 -0.029 -0.031 0.000 0.3733
H -6.742 -6.039 -1.159 -0.010 0.016 0.002 0.3888
H -4.739 -7.415 -1.747 0.006 0.001 0.004 0.4339
H -2.500 -6.305 -1.747 0.013 0.000 0.009 0.3655
H -2.364 -3.900 -1.161 0.016 -0.060 -0.021 0.6776
```
Positions in Å, forces in eV/Å.